Record 1
Formula: C35H44AsN9O5STi
Source: OMol25
Level of theory: ωB97M-V/def2-TZVPD

Geometry as XYZ:
```
96
Properties=species:S:1:pos:R:3:forces:R:3:lowdin_spin:R:1
Ti 0.116535 -0.043348 -0.443469 0.5 0.3 -0.2 0.9529
C -2.107323 -3.109008 1.590725 0.0 0.0 0.0 0.0004
C -1.235460 -2.553182 0.497029 0.0 0.1 0.0 0.0084
O -0.666288 -1.423525 0.768223 -0.1 0.1 -0.1 0.0204
C -1.044192 -3.255970 -0.669082 0.0 0.0 -0.1 -0.0018
C -0.038181 -2.925447 -1.622058 0.0 0.0 0.0 0.0033
C 0.381214 -3.957198 -2.625001 0.0 0.0 0.0 0.0005
N 0.549411 -1.761336 -1.581362 0.1 0.0 0.0 -0.0062
N 1.674381 -1.599715 -2.396155 -0.1 0.0 0.1 0.0054
C 2.408749 -0.678978 -1.858458 0.0 0.1 0.0 0.0027
O 2.044785 -0.060457 -0.755429 -0.2 0.0 -0.1 -0.0087
C 3.696163 -0.284292 -2.467250 0.0 0.0 0.0 -0.0002
C 4.002072 -0.624750 -3.782996 0.0 0.0 0.0 0.0000
C 5.211664 -0.233976 -4.331976 0.0 0.0 0.0 0.0000
C 6.122108 0.488298 -3.569678 0.0 0.0 0.0 0.0000
C 5.821225 0.820542 -2.256545 0.0 0.0 0.0 0.0000
C 4.606987 0.440394 -1.703001 0.0 0.0 0.0 0.0000
H -2.490747 -2.296718 2.208042 0.0 0.0 0.0 0.0001
H -1.514473 -3.768825 2.227919 0.0 0.0 0.0 0.0003
H -2.933828 -3.692618 1.186582 0.0 0.0 0.0 0.0000
H -1.554002 -4.202090 -0.783477 0.0 0.0 0.0 -0.0001
H -0.361539 -4.749584 -2.687144 0.0 0.0 0.0 0.0000
H 1.335343 -4.394389 -2.325863 0.0 0.0 0.0 0.0004
H 0.541077 -3.505406 -3.602200 0.0 0.0 0.0 0.0002
H 3.287733 -1.195646 -4.361485 0.0 0.0 0.0 0.0000
H 5.448502 -0.494242 -5.355365 0.0 0.0 0.0 0.0000
H 7.068113 0.789386 -4.000802 0.0 0.0 0.0 0.0000
H 6.533776 1.376043 -1.660806 0.0 0.0 0.0 0.0000
H 4.354978 0.692010 -0.680030 0.0 0.0 0.0 0.0000
S -7.382815 -1.085248 -0.411891 0.0 -0.1 0.0 0.0001
N -6.444517 -0.362179 0.680520 0.0 0.1 0.0 0.0000
C -5.253546 -0.219079 0.123157 0.1 0.0 0.1 0.0000
C -4.097183 0.401808 0.751297 -0.2 -0.1 -0.1 0.0001
C -4.133024 0.962784 2.029222 -0.1 0.0 0.0 0.0012
C -2.989630 1.532849 2.521205 0.1 0.1 0.0 0.0000
C -1.835289 1.524797 1.735207 0.0 0.1 0.0 0.0016
N -1.779888 1.001351 0.519531 0.0 -0.2 0.1 0.0010
C -2.904605 0.431222 0.036778 0.0 0.1 -0.3 0.0006
C -2.827459 -0.142905 -1.316014 0.0 0.3 0.0 0.0014
N -1.629784 -0.088093 -1.919470 0.0 -0.3 0.4 0.0040
C -1.516673 -0.537780 -3.163401 0.0 0.0 -0.1 0.0021
C -2.589502 -1.061333 -3.876835 0.1 0.1 0.0 0.0001
C -3.816620 -1.145567 -3.258655 -0.1 0.0 0.0 0.0003
C -3.947664 -0.675570 -1.953851 -0.1 -0.1 0.1 0.0003
C -5.185134 -0.732938 -1.195576 0.1 0.0 -0.1 0.0000
N -6.325417 -1.255071 -1.615782 0.0 0.1 0.0 0.0000
H -5.054270 0.938980 2.596522 0.0 0.0 0.0 0.0001
H -2.963998 1.986864 3.501350 0.0 0.0 0.0 0.0000
H -0.928859 1.949129 2.132245 0.0 -0.1 0.0 0.0001
H -0.523506 -0.494131 -3.594301 0.0 0.0 0.0 0.0007
H -2.446366 -1.403128 -4.891643 0.0 0.0 0.0 0.0000
H -4.677019 -1.567565 -3.761396 0.0 0.0 0.0 0.0000
C 2.198424 3.268483 -1.760784 0.0 0.0 0.0 -0.0012
As 0.525162 2.324273 -2.049687 -0.1 -0.2 0.1 0.0003
C 0.535698 2.190727 -3.992417 0.0 0.0 0.0 0.0008
C -0.750234 3.780821 -1.831575 0.0 0.0 0.0 -0.0005
H 2.459945 3.853579 -2.641275 0.0 0.0 0.0 -0.0002
H 2.984989 2.547843 -1.545401 0.0 0.0 0.0 0.0000
H 2.084520 3.933099 -0.905993 0.0 0.0 0.0 0.0000
H 0.777520 3.157958 -4.431281 0.0 0.0 0.0 0.0000
H -0.443337 1.873344 -4.349555 0.0 0.0 0.0 0.0000
H 1.284222 1.459250 -4.298197 0.0 0.0 0.0 0.0000
H -0.453024 4.650066 -2.417245 0.0 0.0 0.0 -0.0002
H -0.805709 4.057848 -0.778590 0.0 0.0 0.0 0.0000
H -1.737701 3.449561 -2.152732 0.0 0.0 0.0 0.0000
C -0.761187 0.333815 5.416209 0.0 0.0 0.0 0.0000
N -0.019059 -0.813906 4.946816 -0.1 0.0 -0.1 0.0001
C -0.066424 -1.985034 5.810540 0.0 0.0 0.0 0.0000
C 0.297158 -3.238407 5.045393 0.0 0.0 0.0 0.0000
C 1.552111 -2.975413 4.242545 0.0 0.0 0.0 0.0000
N 1.347659 -1.840200 3.359993 0.0 0.0 0.0 0.0002
C 2.174421 -1.801067 2.167050 0.0 0.0 0.0 0.0007
C 0.613486 -0.756571 3.730016 0.0 -0.1 0.0 0.0001
O 0.515126 0.250794 3.016784 0.1 0.1 0.0 0.0024
H -1.838535 0.137134 5.414264 0.0 0.0 0.0 0.0000
H -0.463286 0.578171 6.438884 0.0 0.0 0.0 0.0000
H -0.555237 1.181480 4.769670 0.0 0.0 0.0 0.0000
H -1.078847 -2.065712 6.214588 0.0 0.0 0.0 0.0000
H 0.609242 -1.846158 6.662351 0.0 0.0 0.0 0.0000
H -0.515001 -3.507278 4.366919 0.0 0.0 0.0 0.0000
H 0.448867 -4.066949 5.736556 0.0 0.0 0.0 0.0000
H 1.802689 -3.835864 3.620837 0.0 0.0 0.0 0.0000
H 2.405400 -2.797596 4.909465 0.0 0.0 0.0 0.0000
H 1.870978 -2.584305 1.467809 0.0 0.0 0.0 0.0000
H 3.223231 -1.952797 2.434131 0.0 0.0 0.0 0.0001
H 2.086940 -0.840835 1.676528 0.0 0.0 0.0 0.0006
N 0.924760 3.613263 2.904683 0.0 0.0 -0.1 0.0000
C 2.152152 2.817280 2.972121 0.0 0.0 0.0 0.0001
C 2.337010 1.961269 1.729155 -0.1 -0.1 0.1 0.0004
O 3.328041 1.339167 1.500331 0.0 0.0 0.0 0.0001
O 1.255366 1.972086 0.902216 -0.1 0.1 0.1 0.0046
H 0.408785 3.572468 3.772456 0.0 0.0 0.0 0.0000
H 0.643246 2.609436 1.347752 0.1 -0.1 0.0 0.0001
H 1.119234 4.587424 2.713136 0.0 0.0 0.0 0.0000
H 2.099433 2.112028 3.799987 0.0 0.0 0.0 0.0000
H 3.054601 3.415119 3.097435 0.0 0.0 0.0 0.0000
```
Positions in Å, forces in eV/Å.

## Properties
Relative energy (zero: lowest compared OMol25 entry of this formula, charge and spin)   9.5 kcal per mole
<S²>   0.753
DFT total energy   -155447.52479 eV
Total charge   +1
Orbital gap (spin up / spin down)   0.2519 / 0.2519 Eh
F_max   0.6 eV/A
Lowest unoccupied orbital energy (spin up / spin down)   -3.1111 / -3.1174 eV
Multiplicity   2

=====

Record 2
Formula: C38H30F6N6O4Y
Source: OMol25
Level of theory: ωB97M-V/def2-TZVPD

Geometry as XYZ:
```
85
Properties=species:S:1:pos:R:3:forces:R:3:lowdin_charge:R:1
Y 0.186079 0.302763 -0.027209 0.0 0.4 -0.2 1.5084
O 2.434441 0.128764 -0.093541 0.0 -0.1 -0.2 -0.2004
C 3.328958 0.879106 -0.632240 -0.1 0.1 0.1 -0.3742
C 4.305721 0.352680 -1.514790 0.0 0.1 0.0 -0.0153
C 5.275392 1.160579 -2.059368 0.0 -0.1 0.0 -0.1039
C 5.349725 2.526302 -1.756476 0.0 0.1 0.0 -0.1228
C 4.408917 3.060504 -0.903999 0.1 0.0 -0.1 -0.0757
C 3.393298 2.271709 -0.353254 0.0 0.0 0.0 -0.1634
C 2.413528 2.921654 0.483093 0.0 0.0 0.0 -0.1063
N 1.332663 2.424066 0.959356 0.1 0.1 -0.1 -0.0105
C 0.549564 3.360500 1.772536 0.0 0.0 0.0 -0.2097
C -0.745031 2.689718 2.187727 0.0 0.0 0.0 -0.2231
N -1.342748 2.109170 1.001733 -0.2 -0.1 -0.1 -0.0313
C -2.506137 2.514992 0.664348 0.0 0.0 0.1 -0.1050
C -3.270374 2.101553 -0.488440 0.0 0.0 0.0 -0.1641
C -4.437471 2.815145 -0.794818 0.0 0.0 0.0 -0.0685
C -5.210619 2.494841 -1.886784 0.0 0.1 0.1 -0.1228
C -4.810020 1.420404 -2.692890 0.0 -0.1 -0.1 -0.1004
C -3.684323 0.686052 -2.415404 0.0 0.0 0.1 -0.0087
C -2.867154 0.994647 -1.293627 0.0 0.1 0.1 -0.3796
O -1.843028 0.291077 -1.002454 0.1 -0.2 -0.1 -0.1865
H 4.253796 -0.702879 -1.749721 0.0 0.0 0.0 0.1082
H 5.999863 0.725432 -2.739309 0.0 0.0 0.0 0.0950
H 6.122696 3.146426 -2.190121 0.0 0.0 0.0 0.0861
H 4.425697 4.120615 -0.671346 0.0 0.0 0.0 0.1069
H 2.649475 3.973009 0.703376 0.0 0.0 0.0 0.1299
H 0.333122 4.256652 1.179392 0.0 0.0 0.0 0.1114
H 1.121352 3.660115 2.657428 0.0 0.0 0.0 0.1167
H -1.420874 3.404057 2.678121 0.1 0.0 0.0 0.1130
H -0.540305 1.881274 2.894239 0.0 0.0 0.0 0.0961
H -3.000439 3.277489 1.285379 0.0 0.0 0.0 0.1238
H -4.719531 3.642011 -0.150071 0.0 0.0 0.0 0.1020
H -6.102926 3.058684 -2.122188 0.0 0.0 0.0 0.0849
H -5.404711 1.153906 -3.560166 0.0 0.0 0.0 0.0961
H -3.379541 -0.144365 -3.039480 0.0 0.0 0.0 0.1132
C 1.221865 5.601062 -2.638308 0.0 0.0 0.0 -0.1190
C 2.101274 4.669064 -3.176615 0.0 0.0 0.0 -0.0994
C 1.849928 3.313517 -3.058178 0.0 0.0 0.0 -0.0469
C 0.703546 2.852355 -2.403495 0.0 0.1 0.1 -0.3105
C -0.182709 3.795916 -1.879189 0.0 0.0 0.0 -0.0253
C 0.077932 5.154019 -1.990975 0.0 0.0 0.0 -0.1007
N 0.488503 1.484336 -2.207317 0.0 -0.4 0.1 0.0152
C 0.263337 0.718615 -3.278305 -0.1 0.2 -0.2 -0.2417
C -0.006928 1.234976 -4.589246 0.0 0.1 0.0 -0.0202
C -0.258824 0.418749 -5.656377 0.0 0.2 0.0 -0.1022
C -0.263045 -0.983436 -5.541462 0.0 -0.1 0.2 -0.1183
C -0.002395 -1.524946 -4.308166 -0.1 0.0 -0.4 -0.0445
C 0.248236 -0.707434 -3.201384 0.2 -0.5 0.6 -0.2060
N 0.530213 -1.268555 -1.955006 -0.1 0.4 -0.4 0.0108
N 0.814116 -2.486906 -1.905418 0.0 0.0 0.4 0.1002
C 1.121748 -2.931850 -0.587137 -0.1 0.1 -0.5 -0.2994
C 1.534528 -4.254377 -0.474571 0.0 0.0 0.2 -0.0123
C 1.886694 -4.722281 0.776317 0.0 0.0 0.0 -0.0675
C 1.818619 -3.856089 1.857335 0.0 0.1 0.1 -0.0553
C 1.379858 -2.559272 1.644110 0.0 -0.1 -0.1 -0.1178
N 1.028877 -2.101824 0.446925 0.0 -0.1 0.0 0.0537
H 1.425650 6.660892 -2.725984 0.0 0.0 0.0 0.0870
H 3.005344 4.999008 -3.674744 0.0 0.0 0.0 0.0972
H 2.556835 2.588285 -3.443975 0.0 0.0 0.0 0.1207
H -1.083606 3.449586 -1.389045 0.0 0.0 0.0 0.0925
H -0.627671 5.864352 -1.574862 0.0 0.0 0.0 0.0951
H -0.034256 2.307986 -4.721726 0.0 0.0 0.0 0.1047
H -0.478364 0.874831 -6.615677 0.0 0.0 0.0 0.0957
H -0.484122 -1.612580 -6.392278 0.0 0.0 0.0 0.0849
H -0.005113 -2.595386 -4.156984 0.0 0.0 0.0 0.0982
H 1.566433 -4.871212 -1.359820 0.0 0.0 0.0 0.1075
H 2.208270 -5.747515 0.907488 0.0 0.0 0.0 0.1023
H 2.080398 -4.172455 2.857283 0.0 0.0 0.0 0.1015
H 1.284708 -1.857809 2.463613 0.0 0.0 0.0 0.1116
O -1.456104 -0.482073 3.123368 0.0 0.0 0.0 0.0099
C -0.945036 -0.553985 2.051124 -0.1 -0.1 0.3 -0.3267
C -3.938330 -1.258298 1.311347 0.0 0.0 0.0 0.0406
C -2.770876 -2.239561 1.306074 0.0 -0.1 0.0 -0.3452
O -1.530573 -1.635528 1.109678 -0.1 0.0 0.2 -0.1599
C -2.779423 -3.108727 2.605763 0.0 0.0 0.1 -0.5455
F -3.311713 -2.465493 3.651853 0.0 0.1 0.1 0.1418
F -3.519526 -4.231696 2.468402 -0.1 -0.1 -0.1 0.1349
F -1.552851 -3.508793 2.953097 0.1 0.0 0.0 0.1593
C -2.904063 -3.184597 0.090931 0.0 0.0 0.0 -0.5611
F -2.006899 -4.185778 0.139336 0.0 0.0 0.0 0.1545
F -2.704608 -2.526314 -1.048120 0.0 0.1 -0.1 0.1670
F -4.124959 -3.748930 -0.002526 -0.1 0.0 0.0 0.1386
H -3.780539 -0.517739 2.090433 0.0 0.0 0.0 0.0921
H -4.882918 -1.771555 1.493349 0.0 0.0 0.0 0.1002
H -3.980218 -0.761312 0.344134 0.0 0.0 0.0 0.0884
```
Positions in Å, forces in eV/Å.

## Properties
Relative energy (zero: lowest compared OMol25 entry of this formula, charge and spin)   16.5 kcal per mole
DFT total energy   -74379.06519 eV
Total charge   -1
Orbital gap   0.2267 Eh
F_max   0.8 eV/A
Lowest unoccupied orbital energy   1.9036 eV
Multiplicity   1

=====

Record 3
Formula: C22H22N7OSSn
Source: OMol25
Level of theory: ωB97M-V/def2-TZVPD

Geometry as XYZ:
```
54
Properties=species:S:1:pos:R:3:forces:R:3:lowdin_charge:R:1
Sn 0.579625 1.380479 -1.591116 0.4 -0.2 0.3 1.1992
C -4.990180 -0.022242 0.534790 0.0 -0.2 0.3 0.0466
C -3.749119 0.436674 -0.175544 -0.5 0.2 -0.2 -0.1179
N -2.664586 -0.143876 0.090601 0.2 0.4 0.5 0.1931
N -1.733661 -0.843209 0.290573 -0.3 -0.6 -1.2 0.2729
C -0.555175 -0.500935 1.051479 0.5 0.8 0.7 -0.3317
O 0.119304 0.430016 0.621350 -0.3 -0.1 -0.3 -0.0813
C -0.245700 -1.359008 2.150070 -0.1 -0.3 0.2 -0.1589
C -1.070324 -2.456353 2.464348 0.0 0.2 -0.2 0.0038
C -0.749772 -3.270504 3.526978 0.0 -0.1 0.1 -0.0215
C 0.385777 -3.001255 4.288378 -0.1 0.0 -0.1 0.0075
C 1.199860 -1.907684 3.993068 0.0 0.0 0.1 -0.0249
C 0.891273 -1.087025 2.932659 0.0 0.1 -0.2 0.0096
C -3.786624 1.556605 -1.144570 0.0 0.2 -0.3 -0.2207
C -5.012712 1.989174 -1.630323 0.0 -0.2 0.1 0.0299
C -5.038984 3.080328 -2.489229 0.1 0.0 -0.1 0.0095
C -3.848445 3.709472 -2.798527 -0.2 0.0 0.0 0.0114
C -2.670815 3.197878 -2.263818 0.3 -0.1 0.1 -0.1153
N -2.621920 2.130272 -1.475973 0.2 -0.1 0.2 0.0675
H -4.766589 -0.780043 1.282008 0.0 0.0 0.0 0.1019
H -5.482479 0.820377 1.018811 0.1 0.1 -0.1 0.1215
H -5.673900 -0.457239 -0.196678 0.1 0.0 -0.1 0.1201
H -1.939666 -2.667846 1.852826 0.0 -0.1 0.1 0.1187
H -1.376420 -4.117243 3.769688 0.0 0.0 0.0 0.1293
H 0.633071 -3.648543 5.119322 0.0 0.0 0.0 0.1331
H 2.062106 -1.697250 4.610474 0.0 0.0 0.0 0.1259
H 1.494978 -0.221192 2.693654 0.0 0.0 0.1 0.1229
H -5.933325 1.492037 -1.361501 0.0 0.0 0.0 0.1272
H -5.976355 3.425526 -2.903748 0.0 0.0 0.0 0.1373
H -3.825438 4.578079 -3.441370 0.0 0.0 0.0 0.1326
H -1.722149 3.684095 -2.472480 -0.1 0.0 -0.1 0.1060
C 4.479433 -0.613424 0.419189 0.1 0.0 -0.1 0.0156
C 3.316156 -0.251085 -0.447360 0.3 0.1 0.2 -0.2275
N 2.911922 0.946138 -0.649995 -0.7 0.3 -0.3 -0.0084
N 3.604008 1.995595 -0.119789 0.4 -0.1 0.3 0.0204
C 3.079224 3.229652 -0.041802 -0.4 0.1 0.0 -0.7638
N 3.842322 4.212834 0.394022 0.0 0.0 0.0 0.1655
S 1.454659 3.568300 -0.449469 0.0 0.0 0.0 0.6164
C 2.561229 -1.295226 -1.171765 -0.1 -0.4 -0.1 -0.2182
C 3.086905 -2.561148 -1.387849 0.0 0.2 0.1 0.0380
C 2.361178 -3.474820 -2.142238 -0.2 0.0 0.0 0.0151
C 1.118642 -3.107897 -2.629315 0.1 0.0 0.0 0.0062
C 0.661097 -1.826816 -2.357490 -0.1 0.1 -0.1 -0.1207
N 1.361795 -0.937502 -1.660110 0.2 -0.1 0.1 -0.0662
H 4.564836 0.058963 1.273268 0.0 0.0 0.0 0.0960
H 5.414009 -0.574384 -0.149142 0.0 0.0 0.0 0.1241
H 4.374712 -1.621304 0.810429 0.0 0.0 0.0 0.0971
H 4.567997 1.850438 0.152091 0.0 0.0 0.0 0.1647
H 4.815201 4.105689 0.643981 0.0 0.0 0.0 0.1466
H 3.450784 5.141097 0.456511 0.0 0.0 0.0 0.1310
H 4.059258 -2.837729 -1.006816 0.0 0.0 0.0 0.1299
H 2.764167 -4.458292 -2.342478 0.0 0.0 0.0 0.1377
H 0.521997 -3.790244 -3.217716 0.0 0.0 0.0 0.1318
H -0.303181 -1.488419 -2.722340 0.0 0.0 -0.1 0.1131
```
Positions in Å, forces in eV/Å.

## Properties
Relative energy (zero: lowest compared OMol25 entry of this formula, charge and spin)   11.8 kcal per mole
DFT total energy   -52289.42130 eV
Total charge   +3
Orbital gap   0.2685 Eh
F_max   1.4 eV/A
Lowest unoccupied orbital energy   -10.0617 eV
Multiplicity   1